{"formula": "C6H11N3OS", "method": "ωB97M-V with the def2-TZVPD basis set", "elements": ["C", "C", "C", "C", "C", "C", "N", "N", "N", "O", "S", "H", "H", "H", "H", "H", "H", "H", "H", "H", "H", "H"], "xyz": [[-2.524, -2.301, 0.108], [-1.064, -2.258, -1.286], [1.169, 2.643, -0.122], [0.372, 1.816, 0.972], [0.373, 0.324, 0.957], [0.321, -0.453, -0.279], [-2.250, -2.750, -1.173], [-1.729, -1.426, 0.666], [-0.761, -1.385, -0.296], [1.478, -0.128, 1.709], [1.881, -0.830, -0.988], [-3.426, -2.553, 0.538], [-0.321, -2.475, -1.933], [2.204, 2.593, 0.131], [0.757, 3.640, -0.182], [0.967, 2.182, -1.076], [0.909, 2.201, 1.874], [-0.695, 2.171, 0.858], [-0.415, 0.109, 1.625], [-0.192, 1.044, -1.736], [1.488, -1.066, 1.774], [1.458, -1.096, -2.141]], "mulliken_charge": [-0.23, 0.05, -1.14, -0.78, 0.49, -0.41, -0.57, -0.82, 0.91, -0.64, -0.09, 0.47, 0.31, 0.31, 0.35, 0.28, 0.31, 0.32, 0.35, 0.10, 0.37, 0.08], "e_above_lowest_kcal_mol": 130.2, "max_force_ev_per_a": 3.55, "charge": 0}

=====

{"formula": "C3H6O3", "method": "ωB97M-V with the def2-TZVPD basis set", "elements": ["C", "O", "C", "O", "C", "O", "H", "H", "H", "H", "H", "H"], "xyz": [[0.280, -1.260, 0.400], [0.359, -1.008, -0.983], [0.378, 0.368, -1.178], [-0.767, 0.976, -0.652], [-0.786, 0.736, 0.725], [-0.763, -0.573, 1.133], [1.233, -0.820, 0.841], [0.160, -2.307, 0.490], [1.308, 0.808, -0.774], [0.298, 0.578, -2.247], [-1.768, 1.137, 1.046], [0.067, 1.366, 1.200]], "mulliken_charge": [-0.24, -0.38, -0.21, -0.38, -0.16, -0.35, 0.35, 0.25, 0.35, 0.24, 0.23, 0.29], "e_above_lowest_kcal_mol": 45.0, "max_force_ev_per_a": 3.30, "charge": 0}

=====

{"formula": "C5H29NO12", "method": "ωB97M-V with the def2-TZVPD basis set", "elements": ["C", "C", "N", "C", "O", "C", "C", "O", "H", "H", "H", "H", "H", "H", "H", "H", "H", "O", "H", "H", "O", "H", "H", "O", "H", "H", "O", "H", "H", "O", "H", "H", "O", "H", "H", "O", "H", "H", "O", "H", "H", "O", "H", "H", "O", "H", "H"], "xyz": [[0.126, 0.486, -2.360], [0.222, -0.850, -1.765], [1.059, -1.152, -0.567], [0.843, -0.413, 0.588], [1.804, -0.156, 1.325], [2.450, -1.518, -0.909], [3.219, -0.333, -1.383], [4.423, -0.312, -1.324], [0.038, 0.443, -3.463], [-0.808, 1.158, -2.108], [1.025, 1.175, -2.225], [-0.659, -1.397, -1.652], [0.811, -1.337, -2.605], [-0.086, -0.153, 0.935], [2.343, -2.202, -1.694], [2.937, -2.106, -0.150], [2.533, 0.449, -1.554], [-4.221, -1.077, 0.944], [-3.629, -1.795, 1.216], [-5.019, -1.432, 0.698], [1.361, 2.213, 0.199], [1.983, 2.064, 0.890], [0.591, 2.494, 0.558], [0.527, 4.227, 2.253], [1.188, 4.108, 2.956], [0.068, 3.519, 1.768], [-0.918, 2.261, 1.601], [-0.932, 1.803, 2.453], [-1.489, 1.653, 1.050], [-3.663, -3.632, 1.777], [-3.523, -3.372, 2.711], [-2.686, -3.862, 1.693], [-2.535, 0.949, -0.144], [-2.718, 0.070, -0.448], [-3.454, 1.314, 0.120], [-0.428, 0.915, 3.977], [0.228, 1.552, 4.392], [0.136, 0.144, 4.037], [-0.983, -3.459, 2.045], [-0.427, -2.895, 1.661], [-0.422, -4.237, 2.235], [2.424, 3.167, -2.282], [1.710, 3.741, -2.432], [2.373, 3.229, -1.359], [0.760, -2.295, -4.557], [0.486, -1.444, -5.280], [0.931, -1.704, -3.821]], "mulliken_charge": [-0.56, 0.69, 0.12, -0.25, -0.68, -1.11, 0.85, -0.57, 0.31, 0.12, 0.23, 0.55, -0.74, 0.81, 0.50, 0.42, -0.18, -0.61, 0.38, 0.26, -0.30, 0.22, 0.23, -0.66, 0.27, 0.33, -0.68, 0.48, 0.27, -0.72, 0.32, 0.43, -0.65, 0.32, 0.27, -0.68, 0.33, 0.30, -0.63, 0.31, 0.29, -0.61, 0.31, 0.27, -0.73, 0.33, -0.14], "e_above_lowest_kcal_mol": 144.4, "max_force_ev_per_a": 5.83, "charge": 0}